(1)
Formula: CBr2F3P
Source: the Open Molecules 2025 dataset
Level of theory: ωB97M-V with the def2-TZVPD basis set

Output
SMILES: FC(F)(F)P(Br)Br
LUMO, eV: -0.484
Orbital gap, eV: 9.71
Total charge: 0

Last column: Löwdin charge in e.
Positions of all 7 atoms, in Å:
C  -0.006  -0.737  -0.455  -0.6967
F  -0.170  -0.948  -1.788  0.0755
F  1.485  -0.147  -0.270  -0.2365
F  -0.018  -1.841  0.252  0.0946
P  -1.079  0.750  0.290  0.2084
Br  -0.515  0.541  2.367  0.2854
Br  0.303  2.382  -0.397  0.2693

(2)
Formula: C3H6O2
Source: the Open Molecules 2025 dataset
Level of theory: ωB97M-V with the def2-TZVPD basis set

Output
SMILES: OC[C@H]1CO1
LUMO, eV: 1.050
Orbital gap, eV: 11.50
Total charge: 0

Last column: Löwdin charge in e.
Positions of all 11 atoms, in Å:
C  -0.995  -0.401  -0.251  -0.1870
C  0.250  0.085  0.404  -0.3315
C  1.610  -0.193  0.044  -0.1187
H  -2.011  1.418  -0.130  0.1440
H  -0.805  -0.265  -1.376  0.1468
H  -1.165  -1.456  -0.024  0.1225
H  0.058  0.386  1.440  0.1501
H  2.294  -0.256  0.882  0.1072
H  1.905  -0.826  -0.834  0.1323
O  -2.172  0.419  0.123  -0.1211
O  1.030  1.089  -0.279  -0.0447

(3)
Formula: C5H10OS
Source: the Open Molecules 2025 dataset
Level of theory: ωB97M-V with the def2-TZVPD basis set

Output
SMILES: CSCCCC=O
LUMO, eV: 0.880
Orbital gap, eV: 9.63
Total charge: 0

Last column: Löwdin charge in e.
Positions of all 17 atoms, in Å:
O  -2.106  1.134  -3.007  0.0600
C  -1.418  1.554  -2.127  -0.2786
C  -0.366  0.633  -1.533  -0.1673
C  -0.622  0.004  -0.112  -0.2897
C  0.122  0.527  1.124  -0.4829
S  1.916  -0.030  1.023  0.7554
C  1.655  -1.688  1.696  -0.4427
H  -1.729  2.381  -1.519  0.1097
H  -0.540  -0.226  -2.251  0.1257
H  0.633  0.981  -1.638  0.0867
H  -0.374  -1.092  -0.269  0.1111
H  -1.727  0.161  0.042  0.1189
H  -0.339  0.090  2.057  0.0822
H  0.015  1.688  1.109  0.1059
H  2.247  -1.576  2.631  0.0273
H  1.998  -2.491  0.984  0.0476
H  0.635  -2.049  1.791  0.0306

(4)
Formula: C5H8O
Source: the Open Molecules 2025 dataset
Level of theory: ωB97M-V with the def2-TZVPD basis set

Output
LUMO, eV: -1.087
Orbital gap, eV: 8.21
Total charge: 0

Last column: Löwdin charge in e.
Positions of all 14 atoms, in Å:
C  0.861  -1.150  -0.758  -0.0999
C  -0.341  -0.495  -0.142  -0.3482
C  -1.553  -0.352  -0.725  0.0250
C  0.015  0.255  1.324  -0.1680
C  0.499  1.584  0.739  0.0505
H  0.563  -1.462  -1.850  0.1136
H  1.242  -1.951  -0.178  0.0561
H  1.631  -0.337  -0.931  0.0620
H  -2.226  0.208  -0.141  0.0247
H  -1.830  -0.589  -1.845  0.1126
H  -0.977  0.433  1.894  0.1174
H  0.783  -0.315  1.868  0.1085
H  -0.301  2.750  1.241  0.2204
O  1.634  1.420  -0.497  -0.2746

(5)
Formula: CH6N2S
Source: the Open Molecules 2025 dataset
Level of theory: ωB97M-V with the def2-TZVPD basis set

Output
LUMO, eV: -0.444
Orbital gap, eV: 6.65
Total charge: 0

Last column: Löwdin charge in e.
Positions of all 10 atoms, in Å:
S  1.791  0.210  1.044  0.0580
H  2.693  -0.820  0.990  -0.3374
N  -0.609  -1.077  0.083  0.0123
C  -0.329  -0.049  -0.757  -0.2851
N  -0.820  1.127  -0.347  0.0987
H  -1.136  -1.879  -0.127  0.0865
H  -0.456  -0.895  1.064  0.0289
H  0.361  -0.044  -1.591  0.1215
H  -0.560  1.926  -0.923  0.1161
H  -0.936  1.501  0.566  0.1004

(6)
Formula: C46H42BrCdIN7O4S
Source: the Open Molecules 2025 dataset
Level of theory: ωB97M-V with the def2-TZVPD basis set

Output
LUMO, eV: -2.658
Orbital gap, eV: 7.35
Total charge: +1

Last column: Löwdin charge in e.
Positions of all 103 atoms, in Å:
Cd  -0.443  -0.671  0.880  1.2081
C  2.994  1.448  3.676  -0.0445
O  1.828  1.036  4.437  0.0373
C  0.970  0.546  3.538  -0.3299
N  1.330  0.441  2.329  0.1244
C  2.721  0.923  2.250  -0.2204
C  2.942  1.911  1.124  -0.1882
C  3.752  3.031  1.276  -0.0319
C  4.013  3.875  0.202  -0.0711
C  3.478  3.599  -1.047  -0.0818
C  2.676  2.474  -1.210  -0.0685
C  2.409  1.640  -0.136  -0.0635
C  -0.383  0.187  4.021  -0.1619
C  -0.805  0.337  5.334  0.0398
C  -2.117  0.005  5.635  -0.0058
C  -2.965  -0.447  4.633  0.0392
C  -2.448  -0.564  3.354  -0.1884
N  -1.187  -0.266  3.072  0.0980
C  -3.241  -1.009  2.184  -0.3706
N  -2.817  -0.953  0.987  0.0715
C  -3.851  -1.532  0.119  -0.2398
C  -5.025  -1.774  1.102  -0.0286
O  -4.466  -1.470  2.410  0.0383
C  -4.229  -0.638  -1.036  -0.2522
C  -4.646  -1.203  -2.236  -0.0549
C  -5.090  -0.398  -3.275  -0.0796
C  -5.113  0.981  -3.123  -0.0876
C  -4.683  1.551  -1.933  -0.1013
C  -4.241  0.747  -0.892  -0.0858
H  3.873  1.014  4.147  0.1361
H  3.041  2.533  3.735  0.1190
H  3.333  0.044  2.025  0.1214
H  4.212  3.264  2.228  0.1079
H  4.647  4.740  0.346  0.1088
H  3.698  4.238  -1.893  0.1112
H  2.282  2.227  -2.189  0.0835
H  1.816  0.749  -0.285  0.0769
H  -0.122  0.707  6.085  0.1281
H  -2.481  0.106  6.649  0.1222
H  -3.995  -0.706  4.832  0.1283
H  -3.468  -2.480  -0.269  0.1488
H  -5.379  -2.800  1.121  0.1333
H  -5.856  -1.093  0.927  0.1358
H  -4.617  -2.280  -2.360  0.1199
H  -5.408  -0.847  -4.206  0.1105
H  -5.455  1.610  -3.934  0.1091
H  -4.690  2.628  -1.816  0.1042
H  -3.889  1.194  0.031  0.1110
Br  0.031  3.226  -4.281  0.7685
C  1.036  1.613  -4.282  -0.7444
C  2.279  1.641  -4.898  -0.1428
C  3.084  0.513  -4.870  -0.0688
C  2.645  -0.635  -4.227  -0.0674
C  1.399  -0.665  -3.621  -0.1516
C  0.580  0.458  -3.655  -0.7260
I  -1.262  0.359  -2.690  1.0806
H  2.611  2.547  -5.385  0.1024
H  4.055  0.538  -5.345  0.1106
H  3.265  -1.521  -4.201  0.1041
H  1.053  -1.567  -3.124  0.0682
N  -1.440  -3.305  2.192  0.1659
C  -1.364  -4.400  1.853  -0.1657
C  -1.260  -5.765  1.415  -0.2231
C  -1.995  -6.747  2.079  -0.0323
C  -1.904  -8.063  1.660  -0.0691
C  -1.087  -8.394  0.587  -0.0654
C  -0.358  -7.412  -0.071  -0.0599
C  -0.439  -6.091  0.337  -0.0269
H  -2.625  -6.475  2.915  0.1180
H  -2.471  -8.830  2.170  0.1091
H  -1.018  -9.424  0.262  0.1095
H  0.276  -7.674  -0.907  0.1112
H  0.118  -5.313  -0.169  0.0672
O  -0.062  3.172  1.792  0.1354
C  -0.432  2.722  0.614  -0.5063
O  -0.844  1.593  0.426  -0.0967
C  -0.336  3.725  -0.514  -0.2641
N  0.335  4.943  -0.041  -0.0051
C  -0.453  6.118  -0.481  -0.1665
C  -1.411  5.581  -1.542  -0.1633
C  -1.711  4.173  -1.031  -0.1307
H  0.211  3.233  -1.321  0.0981
H  1.287  4.979  -0.383  0.1034
H  0.253  4.097  1.592  0.1193
H  0.206  6.902  -0.850  0.1188
H  -1.008  6.522  0.368  0.1149
H  -0.906  5.523  -2.509  0.0838
H  -2.303  6.195  -1.657  0.1166
H  -2.085  3.487  -1.789  0.0795
H  -2.433  4.213  -0.210  0.1296
C  5.228  -0.414  0.154  -0.0157
C  4.347  -1.460  -0.459  -0.3132
C  4.871  -2.439  -1.290  -0.0220
C  3.981  -3.371  -1.790  -0.1371
N  2.686  -3.343  -1.517  0.0369
C  2.267  -2.370  -0.692  -0.8339
S  0.565  -2.529  -0.291  0.4714
N  3.043  -1.429  -0.152  0.0999
H  6.256  -0.512  -0.191  0.0831
H  5.222  -0.514  1.241  0.0831
H  4.865  0.582  -0.097  0.0709
H  5.924  -2.473  -1.528  0.1085
H  4.316  -4.174  -2.439  0.1130

(7)
Formula: C3H3NOS2
Source: the Open Molecules 2025 dataset
Level of theory: ωB97M-V with the def2-TZVPD basis set

Output
SMILES: S=C1CON=CS1
LUMO, eV: -0.875
Orbital gap, eV: 8.55
Total charge: 0

Last column: Löwdin charge in e.
Positions of all 10 atoms, in Å:
C  1.297  0.244  -0.156  -1.1737
C  0.424  -0.937  0.068  -0.3224
C  -1.408  1.009  -0.147  -0.3952
H  1.203  -1.644  -0.325  0.1064
H  0.164  -0.882  1.254  0.1868
H  -2.337  1.606  0.422  0.1510
N  -1.781  -0.204  -0.010  -0.0147
O  -0.811  -1.038  -0.653  -0.1718
S  2.921  0.152  -0.176  0.7106
S  0.328  1.695  -0.275  0.9230

(8)
Formula: C16H22F3IN2Pd
Source: the Open Molecules 2025 dataset
Level of theory: ωB97M-V with the def2-TZVPD basis set

Output
LUMO, eV: 4.412
Orbital gap, eV: 4.77
Total charge: -2

Last column: Löwdin charge in e.
Positions of all 45 atoms, in Å:
Pd  -0.740  -1.732  -0.884  0.3887
C  -3.582  0.097  -0.656  -0.1316
N  -2.450  0.988  -0.797  -0.2895
C  -2.220  1.763  0.390  -0.1325
C  -2.477  1.764  -2.008  -0.2298
C  -2.198  0.943  -3.266  -0.2168
N  -0.969  0.187  -3.209  -0.2981
C  -0.911  -0.840  -4.226  -0.1453
C  0.215  1.003  -3.197  -0.1279
H  -4.526  0.663  -0.514  0.0778
H  -3.419  -0.555  0.202  0.0696
H  -3.683  -0.555  -1.523  0.0093
H  -3.073  2.425  0.653  0.0720
H  -1.330  2.385  0.266  0.0739
H  -2.037  1.088  1.228  0.0755
H  -1.731  2.559  -1.918  0.0948
H  -3.453  2.275  -2.155  0.1131
H  -2.193  1.655  -4.121  0.1126
H  -3.011  0.238  -3.447  0.0825
H  -0.853  -0.410  -5.248  0.0748
H  -1.788  -1.481  -4.152  -0.0145
H  -0.030  -1.461  -4.056  0.0686
H  0.346  1.575  -4.142  0.0738
H  1.089  0.367  -3.051  0.0764
H  0.189  1.710  -2.368  0.0689
I  -4.331  -2.947  -3.524  -0.4553
C  -1.987  -3.123  -1.443  -0.3655
H  -1.707  -4.030  -1.997  -0.1184
H  -2.804  -3.432  -0.776  -0.1182
F  6.086  -0.485  5.727  0.1041
C  5.120  0.439  5.517  -0.5721
F  5.783  1.591  5.211  0.1005
F  4.552  0.677  6.726  0.1031
C  4.136  0.031  4.483  -0.1754
C  2.897  0.667  4.412  -0.0441
C  1.993  0.333  3.425  -0.0392
C  2.283  -0.651  2.453  -0.2805
C  3.545  -1.278  2.551  -0.0399
C  4.450  -0.943  3.538  -0.0438
C  1.367  -0.994  1.441  -0.2116
C  0.584  -1.272  0.527  -0.2197
H  2.641  1.425  5.143  0.1095
H  1.031  0.825  3.378  0.1062
H  3.791  -2.040  1.824  0.1079
H  5.409  -1.444  3.583  0.1060

For the records above, the corresponding F_max values read 4.2, 3.2, 2.7, 10.0, 4.1, 0.4, 4.6, 1.0 eV/A.